17
Properties=species:S:1:pos:R:3:forces:R:3 method="wB97M-V/def2-TZVPD" multiplicity=1 de_lowest_kcal_mol=17.53 e_homo_ev=-9.16 largest_force_ev_per_a=1.79 e_lumo_ev=0.788
H 1.6496 -1.5248 1.1305 0.118 0.327 -0.123
N 1.6423 -1.6106 0.1104 -0.124 -0.843 0.344
C 1.1435 -0.6272 -0.4791 0.565 1.699 -0.005
C 0.7504 0.7843 0.1014 -0.200 -1.624 -0.445
N 1.2077 1.8901 -0.6941 0.247 0.202 -0.365
C -0.7772 0.7714 0.1909 0.236 -0.239 -0.186
C -1.1609 -0.5516 0.8430 -1.340 0.608 0.225
N -1.9635 -1.3498 0.0847 0.156 -0.275 0.161
O -0.8568 -0.8309 1.9854 0.384 -0.111 -0.182
H 1.0609 -0.6838 -1.5670 -0.089 0.008 -0.200
H 1.1846 0.8554 1.0933 -0.057 -0.010 0.231
H 2.2193 1.8539 -0.8159 -0.343 0.092 -0.086
H 0.7575 1.9034 -1.6095 0.272 -0.013 0.229
H -1.2034 0.8240 -0.8342 0.190 0.165 0.556
H -1.1158 1.6117 0.8011 -0.146 -0.112 -0.150
H -2.3319 -1.0599 -0.8065 0.172 -0.135 0.170
H -2.2062 -2.2558 0.4656 -0.041 0.261 -0.173



22
Properties=species:S:1:pos:R:3:forces:R:3 method="wB97M-V/def2-TZVPD" multiplicity=1 de_lowest_kcal_mol=81.70 e_homo_ev=-5.47 largest_force_ev_per_a=0.94 e_lumo_ev=0.636
C 0.1513 -1.0719 0.6521 0.190 0.123 0.117
C 1.1478 -0.1023 1.2281 -0.424 -0.223 -0.174
C 0.1857 -2.5187 1.0136 -0.290 0.383 -0.048
C -0.7106 1.5277 -1.5291 -0.158 0.026 -0.532
N -0.4615 1.0039 -0.1819 0.492 -0.248 0.333
C -0.8995 -0.4286 0.0230 0.581 -0.736 0.069
C 0.9884 0.9573 0.1995 0.222 0.680 0.330
C -2.1239 -0.8197 -0.4223 -0.338 0.341 -0.131
C 1.9122 1.7406 -0.3374 -0.432 0.140 0.011
H -0.9829 1.5780 0.4913 0.127 -0.022 -0.034
H 0.9234 0.2516 2.2581 0.029 0.013 -0.146
H 2.1682 -0.4937 1.2405 0.012 0.127 -0.081
H -0.3517 -3.1073 0.2740 -0.040 -0.162 -0.085
H -0.2734 -2.7195 1.9883 -0.055 -0.089 0.110
H 1.2138 -2.8738 1.0596 0.108 -0.097 -0.013
H -0.0881 0.9810 -2.2301 0.041 -0.088 0.032
H -0.4786 2.5856 -1.5787 0.071 0.113 0.113
H -1.7499 1.3721 -1.7943 -0.046 0.007 0.114
H -2.4222 -1.8428 -0.3070 -0.094 -0.221 0.213
H -2.8000 -0.1774 -0.9566 -0.008 0.106 -0.174
H 2.9161 1.7172 0.0474 0.170 -0.200 0.062
H 1.7355 2.4405 -1.1382 -0.158 0.027 -0.087



27
Properties=species:S:1:pos:R:3:forces:R:3 method="wB97M-V/def2-TZVPD" multiplicity=1 de_lowest_kcal_mol=153.52 e_homo_ev=-8.76 largest_force_ev_per_a=3.86 e_lumo_ev=0.460
C -1.1024 0.4199 2.5736 0.348 1.084 -1.268
C -0.0448 -0.8952 -1.4931 -1.239 0.710 1.001
C -1.2846 1.4280 1.4275 -0.496 -3.761 -0.080
C 2.4031 -0.8694 -1.1031 -0.499 1.526 0.634
C 1.9078 -0.7548 0.4092 0.140 3.438 -1.231
C 1.1971 -0.5518 -1.9913 2.824 -1.675 0.297
C -0.7220 -0.5241 -0.2441 0.404 -1.253 0.066
C -0.3980 0.8986 0.2758 0.411 -0.140 -0.504
C 0.4931 -0.2971 0.6796 -2.891 1.036 1.798
C -1.9733 -1.3239 0.0046 -0.300 -0.338 -0.704
C -0.0664 1.9442 -0.8216 0.370 -1.280 0.643
N -0.3438 -0.5534 2.6542 1.998 -0.251 -3.292
N 0.2647 -1.7079 -2.4032 -0.261 0.399 0.023
H -1.7838 0.6431 3.3373 -0.960 0.031 1.760
H -2.3846 1.3016 1.2920 0.585 0.512 -0.695
H -1.1187 2.3824 1.8344 0.572 1.512 -0.027
H 3.2924 -0.2061 -1.3880 -1.353 -0.589 0.811
H 2.7648 -1.8546 -1.2104 0.227 -1.288 -0.450
H 1.9578 -1.6387 0.8923 0.478 -3.162 1.420
H 2.5573 -0.0670 0.9374 0.229 0.092 0.243
H 1.4008 0.3023 -2.5364 -0.278 1.249 -2.001
H -1.9438 -2.2222 0.5819 0.853 -0.535 0.622
H -2.4485 -1.6566 -0.9233 0.367 0.284 -0.256
H -2.7119 -0.7452 0.4647 -1.189 1.119 0.881
H 0.8138 1.6341 -1.3802 -0.347 0.118 -0.094
H 0.2060 2.8778 -0.3941 -0.103 0.987 0.486
H -0.9322 2.0363 -1.4756 0.110 0.175 -0.082



184
Properties=species:S:1:pos:R:3:forces:R:3 method="wB97M-V/def2-TZVPD" multiplicity=2 s2=0.75 total_charge=-2 de_lowest_kcal_mol=23.19 e_homo_ev="-2.30 / -2.57" largest_force_ev_per_a=0.98 e_lumo_ev="3.566 / 3.563"
K -0.9225 -0.4892 0.8434 -0.465 0.606 -0.619
C 2.0777 4.2002 2.0155 0.115 -0.029 0.025
C 1.7152 4.4480 0.5532 0.106 0.203 -0.021
C 2.8277 3.9324 -0.3812 -0.091 0.034 0.114
C 1.5012 5.9389 0.3116 0.119 0.224 0.052
O 0.5438 3.7192 0.2474 -0.079 -0.369 -0.088
Si -1.0523 4.1147 0.4577 -0.095 0.092 -0.026
S -2.2950 2.5384 0.2359 0.085 -0.084 0.006
O -1.3399 5.4150 -0.5707 -0.158 0.028 -0.238
C -1.6455 5.4172 -1.9585 -0.003 0.011 0.105
C -3.1409 5.1684 -2.1538 0.020 0.006 0.014
C -0.8308 4.3695 -2.7149 0.021 0.007 -0.069
C -1.2787 6.8122 -2.4593 0.004 0.025 -0.009
O -1.0537 4.9172 1.9249 -0.108 -0.034 0.136
C -1.9712 5.8708 2.4414 0.034 0.044 -0.050
C -1.8736 5.7808 3.9622 -0.009 -0.017 -0.026
C -3.4076 5.6009 1.9970 0.006 -0.011 -0.042
C -1.5341 7.2615 1.9822 -0.042 0.108 0.052
H 2.9817 4.7553 2.2834 -0.006 0.006 0.024
H 2.2708 3.1385 2.1786 -0.018 -0.053 0.017
H 1.2589 4.5066 2.6681 0.020 -0.018 -0.064
H 3.8060 3.9590 0.1049 -0.014 0.084 -0.003
H 2.8852 4.5186 -1.3026 -0.073 -0.029 0.009
H 2.6108 2.9022 -0.6482 0.011 -0.165 0.032
H 2.4453 6.4710 0.4585 0.032 0.033 0.014
H 0.7532 6.3433 0.9978 0.166 -0.081 -0.140
H 1.1562 6.1112 -0.7105 0.053 -0.015 0.087
H -3.4052 4.1953 -1.7394 -0.011 -0.011 0.007
H -3.4051 5.2022 -3.2159 0.018 -0.003 0.005
H -3.7130 5.9391 -1.6302 0.004 -0.013 -0.009
H -1.0982 3.3640 -2.3812 -0.004 -0.020 0.020
H 0.2378 4.5172 -2.5399 -0.012 -0.005 0.017
H -1.0238 4.4626 -3.7899 0.036 0.044 0.108
H -1.8139 7.5643 -1.8756 -0.001 -0.001 -0.005
H -1.5407 6.9325 -3.5137 0.006 -0.008 -0.004
H -0.2069 6.9849 -2.3408 -0.020 0.010 -0.011
H -2.1913 4.7933 4.2977 -0.010 -0.047 0.017
H -2.5048 6.5339 4.4424 0.007 -0.008 -0.025
H -0.8389 5.9362 4.2717 0.013 0.002 -0.004
H -3.6988 4.5804 2.2415 -0.008 -0.049 0.037
H -3.5061 5.7178 0.9169 0.021 0.002 0.014
H -4.0869 6.3028 2.4908 0.017 -0.015 -0.002
H -0.5244 7.4745 2.3427 -0.040 0.011 0.022
H -2.2114 8.0258 2.3757 0.010 -0.002 -0.003
H -1.5314 7.3067 0.8936 -0.011 -0.003 0.008
C 6.6198 -3.2529 -0.3247 0.012 -0.036 -0.002
C 6.0768 -3.8398 0.9864 0.003 -0.040 0.017
C 6.9463 -3.3458 2.1525 0.010 0.003 -0.011
C 6.2074 -5.3615 0.9111 -0.005 -0.010 0.003
C 4.6310 -3.3968 1.1936 0.040 0.043 0.000
C 4.3279 -2.0373 1.2564 0.014 -0.007 0.029
C 3.0276 -1.6341 1.4269 0.028 0.017 -0.016
Br 2.6456 0.2306 1.5523 0.086 0.059 0.108
C 1.8987 -2.5047 1.5398 -0.010 0.013 -0.013
O 0.7286 -2.0294 1.6654 0.287 -0.227 0.115
C 2.2324 -3.8964 1.5072 0.025 -0.013 -0.024
C 3.5610 -4.2761 1.3306 -0.055 -0.043 -0.033
C 1.1930 -5.0253 1.6303 0.019 -0.026 -0.018
C 1.5555 -5.9141 2.8324 -0.040 -0.015 0.030
C -0.2609 -4.5820 1.8328 -0.020 0.054 0.019
C 1.2368 -5.8735 0.3461 0.028 -0.027 -0.009
H 7.6582 -3.5614 -0.4870 -0.002 0.008 0.002
H 6.5873 -2.1624 -0.3130 -0.003 0.014 0.004
H 6.0178 -3.5914 -1.1709 0.014 -0.024 0.038
H 7.9904 -3.6483 2.0174 -0.004 0.001 -0.003
H 6.5841 -3.7583 3.0965 0.000 -0.002 -0.003
H 6.9152 -2.2581 2.2326 0.001 -0.001 -0.001
H 7.2529 -5.6325 0.7403 0.003 -0.005 0.002
H 5.6116 -5.7727 0.0935 0.011 0.007 -0.004
H 5.8827 -5.8363 1.8396 -0.001 0.005 -0.004
H 5.1032 -1.2838 1.1725 0.002 -0.001 0.012
H 3.7649 -5.3400 1.2915 0.012 0.032 0.001
H 1.4326 -5.3556 3.7639 0.007 -0.035 -0.078
H 2.5854 -6.2736 2.7860 0.004 -0.021 -0.011
H 0.8922 -6.7849 2.8657 -0.007 0.008 0.007
H -0.3796 -3.9840 2.7355 0.007 0.011 0.002
H -0.8778 -5.4838 1.9279 0.009 0.013 0.010
H -0.6549 -3.9876 1.0104 0.013 0.004 0.000
H 2.1766 -6.4245 0.2514 -0.001 0.024 -0.017
H 1.1337 -5.2369 -0.5359 -0.027 -0.005 0.010
H 0.4172 -6.5990 0.3447 0.020 -0.017 0.012
C -3.4364 1.6614 3.6402 -0.049 -0.045 -0.004
Ge -2.6083 0.1715 4.6073 0.055 -0.032 -0.037
C -2.7136 0.5445 6.5500 -0.141 0.051 -0.068
C -3.6470 -1.4481 4.2606 -0.122 0.003 0.006
Ge -0.2588 -0.1102 3.9797 0.282 -0.040 0.543
C 0.7461 1.3900 4.7907 -0.050 -0.101 -0.060
C 2.1003 1.3028 5.1183 0.052 -0.065 -0.015
C 2.7625 2.3587 5.7264 0.033 0.016 -0.032
C 2.0848 3.5353 6.0158 -0.007 0.028 0.003
C 0.7434 3.6476 5.6813 0.002 0.004 0.009
C 0.0875 2.5865 5.0714 0.022 0.135 -0.087
C 0.4735 -1.7212 4.8566 -0.018 0.093 0.006
C 1.8001 -2.1143 4.6722 0.017 -0.032 -0.079
C 2.3217 -3.2223 5.3225 0.013 0.000 0.033
C 1.5225 -3.9671 6.1809 0.009 0.024 0.013
C 0.1975 -3.6022 6.3658 0.005 -0.023 -0.003
C -0.3183 -2.4923 5.7060 -0.044 -0.054 -0.002
H -4.2026 2.1215 4.2704 -0.005 -0.002 -0.013
H -3.9020 1.2788 2.7303 0.011 0.017 0.025
H -2.7262 2.4214 3.3166 0.027 0.002 0.026
H -3.7762 0.6463 6.7908 0.031 0.016 0.086
H -2.2031 1.4703 6.8154 0.018 0.004 -0.030
H -2.2958 -0.2662 7.1467 0.026 -0.031 -0.032
H -4.7032 -1.1649 4.2734 -0.016 -0.043 0.018
H -3.4876 -2.2146 5.0209 0.029 0.011 -0.007
H -3.4320 -1.8620 3.2724 0.025 0.031 -0.025
H 2.6561 0.4018 4.8870 -0.038 0.027 0.049
H 3.8165 2.2660 5.9629 -0.006 -0.001 0.004
H 2.6041 4.3646 6.4820 -0.009 -0.004 0.007
H 0.2045 4.5653 5.8831 0.007 0.005 -0.001
H -0.9502 2.7131 4.7864 -0.056 -0.019 0.022
H 2.4307 -1.5773 3.9743 -0.010 0.001 0.034
H 3.3481 -3.5173 5.1366 0.000 0.004 -0.006
H 1.9252 -4.8391 6.6835 -0.004 0.001 -0.004
H -0.4438 -4.1882 7.0145 0.004 0.001 0.002
H -1.3637 -2.2428 5.8487 0.022 0.030 0.018
C -4.9936 -5.0781 0.3472 0.021 -0.011 0.008
C -5.3431 -3.6327 0.7296 -0.036 -0.004 -0.001
C -6.3858 -3.0985 -0.2646 0.023 0.013 -0.019
C -5.9616 -3.6387 2.1347 0.025 0.018 0.017
C -4.1357 -2.7861 0.6959 -0.091 -0.082 -0.013
C -3.1287 -2.0820 0.6319 -0.172 -0.111 0.090
H -5.8891 -5.7110 0.3534 0.002 -0.006 0.008
H -4.2647 -5.4886 1.0484 0.001 0.007 -0.003
H -4.5513 -5.1043 -0.6485 -0.014 -0.014 0.015
H -7.2910 -3.7175 -0.2545 -0.004 0.000 0.001
H -5.9718 -3.0933 -1.2747 0.003 -0.003 0.002
H -6.6546 -2.0718 -0.0113 -0.001 -0.006 0.002
H -6.8587 -4.2686 2.1611 -0.002 -0.003 0.005
H -6.2344 -2.6259 2.4330 -0.006 0.026 0.001
H -5.2431 -4.0174 2.8638 0.001 -0.001 -0.002
C -0.3204 0.2767 -4.4191 -0.028 -0.152 0.013
C 0.6542 1.4010 -4.7157 0.129 0.018 -0.043
As 0.8464 1.9550 -6.5965 -0.041 0.037 -0.024
C -1.0258 2.3037 -7.0293 -0.008 0.010 0.044
C -1.8832 2.8150 -6.0570 0.002 -0.045 0.009
C -3.1864 3.1702 -6.3775 -0.012 0.003 0.002
C -3.6494 3.0215 -7.6767 -0.019 0.001 0.007
C -2.8013 2.5200 -8.6543 -0.007 -0.005 -0.018
C -1.4982 2.1689 -8.3326 0.023 0.015 -0.021
C 1.0679 0.1611 -7.3490 -0.020 0.003 0.005
C 0.0238 -0.6977 -7.6822 -0.016 0.001 0.024
C 0.2837 -1.9938 -8.1040 -0.001 -0.016 -0.005
C 1.5916 -2.4513 -8.1915 0.000 -0.014 -0.011
C 2.6391 -1.6041 -7.8632 0.007 0.000 0.000
C 2.3760 -0.3038 -7.4543 0.007 -0.012 0.017
P -0.2053 -0.1976 -2.6262 0.142 -0.055 0.234
C -1.1581 -1.7583 -2.6228 -0.131 0.048 -0.135
C -0.7181 -2.9029 -1.9621 -0.004 -0.003 0.109
C -1.5111 -4.0395 -1.9167 0.026 -0.039 -0.014
C -2.7469 -4.0525 -2.5413 -0.009 0.018 -0.017
C -3.2128 -2.9064 -3.1691 0.011 -0.013 0.039
C -2.4301 -1.7644 -3.1967 0.018 -0.044 -0.027
C 1.5178 -0.8333 -2.6477 0.118 0.064 -0.020
C 1.9554 -1.8857 -3.4548 -0.080 0.038 -0.053
C 3.2855 -2.2680 -3.4536 0.017 -0.016 -0.017
C 4.2024 -1.6030 -2.6451 0.036 -0.015 -0.012
C 3.7838 -0.5529 -1.8464 -0.005 -0.016 0.027
C 2.4472 -0.1705 -1.8520 -0.086 -0.076 -0.062
H -0.0937 -0.6043 -5.0216 -0.018 -0.012 -0.046
H -1.3505 0.5667 -4.6356 0.035 0.046 0.019
H 1.6702 1.1055 -4.4362 -0.026 -0.003 0.011
H 0.4341 2.2947 -4.1293 -0.022 0.061 0.028
H -1.5429 2.9323 -5.0342 -0.044 -0.043 -0.096
H -3.8396 3.5553 -5.6045 0.002 0.001 0.010
H -4.6681 3.2918 -7.9252 0.002 0.000 -0.001
H -3.1553 2.3999 -9.6713 -0.001 -0.002 0.000
H -0.8462 1.7752 -9.1050 0.006 0.013 0.000
H -1.0023 -0.3637 -7.5890 0.006 -0.003 0.006
H -0.5406 -2.6551 -8.3414 0.005 0.000 -0.006
H 1.7917 -3.4683 -8.5054 -0.001 0.001 0.004
H 3.6621 -1.9557 -7.9161 -0.001 0.000 -0.007
H 3.2014 0.3504 -7.1942 -0.005 0.007 0.001
H 0.2367 -2.9043 -1.4459 0.015 0.012 -0.037
H -1.1678 -4.9088 -1.3682 -0.006 0.026 -0.020
H -3.3642 -4.9407 -2.4997 0.002 0.006 -0.028
H -4.2024 -2.8899 -3.6101 0.004 -0.008 -0.009
H -2.8263 -0.8623 -3.6491 0.007 -0.011 -0.018
H 1.2444 -2.4173 -4.0787 -0.004 0.000 0.012
H 3.6087 -3.0951 -4.0753 0.001 0.003 0.004
H 5.2377 -1.9225 -2.6250 -0.028 0.040 -0.025
H 4.4820 -0.0462 -1.1912 -0.011 0.010 -0.011
H 2.1079 0.6311 -1.2099 0.022 0.036 -0.012



Number 1: molar mass 115.1 g/mol, E_tot -10811.7015 eV. Number 2: molar mass 123.2 g/mol, E_tot -9993.2983 eV. Number 3: molar mass 174.2 g/mol, E_tot -14607.7630 eV. Number 4: molar mass 1470.9 g/mol, E_tot -373744.2659 eV.